Record 1
{
  "formula": "C34H32BrCl48F3O6S",
  "method": "the ωB97M-V functional and the def2-TZVPD basis",
  "total_charge": 0,
  "e_lumo_ev": -1.804,
  "e_above_lowest_kj_mol": 0.0,
  "orbital_gap_ha": 0.2973,
  "species": ["C", "C", "F", "Cl", "Cl", "O", "Cl", "C", "H", "H", "H", "Cl", "H", "Cl", "H", "O", "C", "H", "Br", "H", "C", "H", "C", "O", "H", "Cl", "Cl", "H", "Cl", "Cl", "C", "H", "H", "Cl", "Cl", "H", "H", "C", "C", "Cl", "H", "C", "H", "Cl", "C", "H", "H", "Cl", "C", "H", "Cl", "Cl", "Cl", "C", "O", "C", "H", "C", "C", "Cl", "C", "Cl", "H", "Cl", "C", "C", "Cl", "C", "H", "H", "Cl", "H", "C", "Cl", "F", "C", "Cl", "Cl", "O", "C", "C", "H", "Cl", "Cl", "C", "C", "H", "H", "C", "C", "Cl", "F", "Cl", "Cl", "H", "Cl", "C", "C", "Cl", "Cl", "Cl", "Cl", "H", "H", "C", "H", "Cl", "Cl", "Cl", "Cl", "Cl", "Cl", "O", "Cl", "C", "S", "Cl", "Cl", "Cl", "Cl", "H", "Cl", "Cl", "C", "C"],
  "xyz": [[2.9945, -0.9672, -3.7121], [-0.9845, 2.2577, 2.1559], [-2.5371, -2.8956, 1.0872], [-1.5704, -0.5787, -9.2136], [-1.4181, -3.6750, 6.3744], [-1.5212, -1.0503, -1.7189], [-8.7117, -4.3784, 6.0404], [-0.1224, 1.2827, -0.3460], [-3.3342, -0.2967, 1.8730], [-1.3521, -4.3810, -2.3832], [4.6751, 3.4053, -0.1707], [-7.1898, -2.1572, 1.0744], [-8.7673, 5.8216, -7.2318], [6.4045, -10.9133, 6.4738], [-3.3437, 1.9701, 3.8247], [-1.5437, 3.0971, 2.8680], [3.1322, 2.6264, 1.0737], [-3.5505, 2.7865, 1.2481], [-5.9652, 2.1024, 1.1735], [-1.4753, -2.0256, 8.0302], [7.7596, 3.4670, -2.8225], [4.5949, 0.6587, 0.2525], [6.1766, 1.0621, 1.6494], [7.3356, -0.7496, 2.5472], [5.0587, 3.2840, 1.5299], [-11.1372, -0.2682, -1.7387], [-10.7317, 2.7746, -8.1634], [1.0039, 3.3840, 3.6120], [8.0506, 1.8485, -3.4583], [-6.7113, 6.1516, -6.1724], [-9.5974, 0.2820, -2.4053], [5.6927, -4.4075, 5.2720], [3.3544, 3.5941, 2.9575], [2.6650, 0.1793, -5.0112], [-13.3238, 1.6820, -7.4297], [7.3601, -1.7172, 2.5638], [5.8731, 1.5722, 2.5535], [4.5677, 2.7885, 0.7061], [5.2809, 1.4517, 0.4843], [-11.0231, -0.0736, -7.6841], [-0.8990, -2.6509, -8.3665], [0.4362, 2.3654, 1.8091], [-10.2514, 0.5267, 3.9732], [-0.3462, -0.9792, 6.2721], [10.5154, 1.0906, 2.6814], [4.8545, -0.4268, -9.4876], [12.8196, 6.7029, 1.9522], [1.5212, -1.3843, -2.8428], [0.8812, 1.8823, 0.5892], [-2.3142, -0.0225, 3.2425], [5.6698, 1.0965, -7.9124], [-7.3762, 4.2553, -8.2678], [10.2227, 0.8522, 0.9605], [6.6234, -4.5245, 4.7349], [-3.5042, -0.6477, -0.3325], [-1.2906, -1.7473, -7.9209], [-11.3440, 1.6891, -6.1869], [4.4612, 0.4754, -9.0410], [-1.7077, 1.0751, 1.5822], [-8.6831, 4.0798, -5.6772], [-3.7900, 1.4703, 2.9812], [6.3333, -4.1096, 3.0445], [5.9229, 1.5740, -0.3751], [-3.2031, -1.3962, 6.5884], [-9.3315, 0.9330, 3.5761], [7.1685, -10.0326, 5.1512], [6.0676, 3.6531, -2.3555], [-2.7959, 0.4689, 2.4029], [7.9740, 4.1822, -3.6040], [-9.1180, -0.5554, -2.8888], [-6.5014, -2.6419, 6.7588], [6.4350, -9.3586, 4.7299], [2.2203, 1.9991, 0.2076], [-1.2490, -6.2260, -3.8196], [-0.8083, -1.7241, 1.7315], [-1.6558, -4.5561, -3.4061], [-3.3975, -4.2955, -3.5114], [4.2193, -0.3156, -2.6228], [-0.0349, 1.3708, -1.5718], [-7.9855, 5.1616, -6.8828], [-8.1609, -3.1077, 7.1320], [9.6941, 0.6421, 3.2245], [8.5223, -9.0652, 5.7403], [7.1464, -6.2016, 4.8954], [-1.5947, -2.0201, 6.9560], [-1.4950, -2.1839, 0.6784], [-4.6496, 0.9551, 3.3734], [-4.4661, 3.4488, 2.5588], [11.7683, 6.6473, 1.7079], [-1.2780, 0.6379, 0.3634], [10.8878, 6.2308, 3.1804], [-0.6851, -2.9549, -0.0603], [-8.5242, 0.8680, -1.1359], [4.1558, 1.6365, -10.3338], [7.1826, 1.3941, 1.4321], [11.2627, 8.2242, 1.1023], [-4.2610, 2.5450, 2.0195], [6.2401, -0.4110, 1.8621], [-9.0589, 2.5097, 4.3187], [7.6911, -11.1353, 3.8792], [10.5548, 2.8130, 3.0584], [2.9736, 0.0635, -8.1928], [-8.1764, -3.4980, 8.1397], [3.3933, -1.8699, -4.1540], [-7.0148, -2.6635, -0.6036], [-6.4804, -1.8886, -1.1373], [12.0087, 0.2960, 3.1823], [-9.5120, 1.0722, 1.8282], [-9.2443, -1.7199, 7.0659], [-6.0971, -4.1597, -0.7288], [11.5577, 5.4036, 0.4755], [8.8214, 3.8047, -1.4543], [5.4153, -1.2431, 1.4904], [-0.7903, -3.4221, -4.4339], [1.3333, 2.9911, 2.6696], [-2.0713, -0.7564, -0.4166], [-8.0385, -0.1957, 3.9882], [-8.6004, -2.8726, -1.3590], [-2.8016, -2.1415, -7.1078], [-9.8661, 1.5365, -3.6214], [2.5246, 1.6334, -0.7574], [7.8102, -3.4306, 5.4473], [-0.0807, -1.1286, -6.7878], [2.6615, 3.1152, 2.2920], [-11.5762, 1.5384, -7.2327]],
  "forces_ev_per_angstrom": [[-0.14, 0.02, 0.04], [-0.59, 1.41, 1.01], [0.28, 0.17, -0.01], [0.03, 0.00, -0.05], [0.00, 0.01, 0.02], [0.16, 0.27, 1.24], [0.01, -0.01, 0.02], [0.27, 0.44, -1.79], [-0.08, -0.21, -0.35], [0.00, 0.00, 0.03], [-0.12, 0.29, -0.25], [0.01, 0.04, -0.05], [-0.03, 0.01, -0.01], [-0.01, 0.02, 0.00], [0.20, 0.20, 0.25], [0.85, -1.37, -0.94], [-0.82, -0.12, -0.19], [0.09, -0.07, -0.38], [0.16, -0.09, -0.11], [0.00, 0.01, 0.03], [0.02, -0.11, 0.09], [-0.43, -0.36, -0.01], [-0.17, 0.09, -0.64], [0.40, -0.20, 0.03], [0.24, 0.50, 0.12], [0.09, 0.02, -0.01], [-0.08, -0.06, -0.12], [-0.22, 0.09, 0.25], [0.00, 0.01, -0.01], [-0.01, 0.01, 0.00], [-0.12, 0.11, 0.08], [-0.03, 0.01, 0.01], [0.22, 0.18, 0.23], [-0.02, -0.03, 0.21], [0.01, 0.00, 0.01], [-0.02, -0.21, 0.25], [-0.12, -0.14, 0.50], [-0.02, -0.60, 0.29], [0.36, 0.45, -0.15], [0.01, 0.00, 0.02], [0.01, -0.04, 0.01], [0.45, 0.23, 0.40], [-0.03, 0.03, 0.04], [0.02, 0.04, -0.02], [-0.01, 0.02, 0.01], [0.02, -0.02, -0.02], [0.03, -0.01, 0.01], [0.07, 0.11, -0.01], [0.57, -0.27, -0.75], [0.25, -0.18, 0.27], [0.01, -0.02, 0.00], [-0.01, 0.01, 0.00], [-0.03, -0.04, -0.10], [0.07, -0.06, -0.08], [0.55, -0.09, 0.56], [-0.03, 0.11, 0.00], [0.00, 0.00, 0.03], [-0.05, 0.08, 0.05], [0.13, -0.44, -1.24], [0.11, 0.05, 0.13], [0.02, 0.37, -0.09], [-0.05, 0.01, 0.00], [0.17, -0.14, -0.43], [0.00, 0.06, -0.01], [-0.02, -0.03, -0.09], [0.03, -0.06, 0.02], [0.02, 0.07, -0.17], [-0.25, 0.10, 0.26], [0.00, 0.03, -0.02], [0.02, -0.08, -0.03], [0.03, 0.02, 0.00], [-0.02, 0.02, -0.01], [-0.36, 0.49, 0.69], [0.01, -0.01, 0.03], [-0.18, -0.35, -0.14], [0.00, 0.04, -0.07], [-0.02, 0.01, 0.04], [0.11, 0.03, 0.13], [-0.13, -0.33, 2.34], [0.03, -0.04, 0.00], [-0.05, -0.03, -0.11], [-0.03, -0.03, -0.01], [0.02, -0.08, 0.01], [0.00, 0.12, 0.02], [-0.04, -0.07, -0.09], [0.25, -0.13, -0.26], [-0.33, -0.44, 0.08], [-0.10, 0.41, 0.20], [-0.09, -0.01, -0.05], [-0.51, 0.19, 0.74], [0.01, 0.04, 0.01], [-0.34, 0.17, 0.48], [0.04, -0.07, -0.26], [0.01, -0.02, 0.00], [0.38, 0.15, 0.17], [0.02, -0.01, 0.01], [-0.38, -0.12, 0.22], [-1.51, -1.33, -0.32], [0.01, -0.02, 0.00], [-0.01, 0.02, 0.00], [0.00, -0.03, 0.04], [0.01, -0.03, -0.30], [-0.01, -0.02, 0.03], [0.02, -0.01, -0.03], [-0.01, -0.02, 0.10], [0.02, 0.04, 0.00], [-0.03, 0.01, 0.01], [-0.04, -0.02, 0.24], [-0.02, 0.02, 0.09], [0.13, -0.04, 0.01], [0.03, 0.00, 0.01], [-0.02, 0.01, 0.00], [1.37, 1.35, 0.46], [-0.03, -0.10, 0.03], [0.17, -0.03, -0.45], [-0.71, -0.11, -1.96], [0.09, 0.02, -0.01], [-0.05, 0.03, -0.03], [0.04, 0.01, 0.01], [0.01, 0.03, -0.04], [0.08, -0.12, -0.24], [-0.01, 0.02, 0.01], [-0.07, -0.02, -0.01], [-0.28, -0.28, -0.16], [0.00, 0.02, -0.02]]
}

***

Record 2
{
  "formula": "C9H14",
  "method": "the ωB97M-V functional and the def2-TZVPD basis",
  "total_charge": 0,
  "e_lumo_ev": 0.995,
  "e_above_lowest_kj_mol": 215.2,
  "orbital_gap_ha": 0.3712,
  "smiles": "Cc1ccccc1.CC",
  "species": ["C", "H", "C", "H", "C", "H", "H", "H", "C", "H", "C", "H", "C", "H", "H", "H", "H", "H", "C", "C", "C", "H", "H"],
  "xyz": [[-2.1816, 0.5144, 1.0010], [-2.7147, -0.3140, 1.4327], [2.3441, 0.8244, 0.9325], [-0.3200, 1.2940, -3.1239], [-0.5409, 0.4171, -2.4559], [2.7100, 1.8909, 1.3674], [-1.4661, 1.9289, -0.8996], [3.2552, 0.4813, 0.6089], [-0.5409, -1.8020, -1.6040], [1.0309, -0.6968, 2.2732], [-0.1432, -0.8685, -2.6213], [-0.1986, -2.8404, -1.6194], [-1.1939, 0.8370, -1.2626], [-1.9151, 1.2305, 1.7453], [-1.1859, -1.9903, 0.3494], [2.0946, 0.6815, 3.0172], [-3.1466, 0.9400, 0.4460], [1.5651, 0.7899, 0.1805], [-1.1229, -1.3227, -0.4597], [-1.4692, -0.0242, -0.2359], [1.9938, -0.0216, 2.2205], [2.7940, -0.7406, 2.2690], [0.3520, -1.2086, -3.5613]],
  "forces_ev_per_angstrom": [[-4.03, -0.77, -2.98], [0.29, -0.57, 0.93], [-1.02, 2.16, 3.13], [-0.02, -1.45, 0.21], [-0.47, 3.59, 0.78], [-1.62, -1.95, -1.50], [0.76, -1.89, -1.89], [1.90, -1.14, -1.47], [1.51, 0.91, -1.16], [1.56, 1.89, -0.33], [-0.59, -2.27, -0.31], [-0.28, 0.35, -0.23], [-0.07, 2.28, 0.49], [1.15, 0.36, 0.06], [-0.46, -1.02, 0.96], [-0.43, -0.15, 1.04], [1.78, -0.10, 1.35], [0.11, 0.58, -0.17], [0.32, -1.28, 0.43], [0.51, 1.55, 0.40], [-0.87, -1.02, -1.30], [0.32, -0.38, 0.56], [-0.35, 0.32, 1.01]]
}

***

Record 3
{
  "formula": "C24H23N3RuS5Se",
  "method": "the ωB97M-V functional and the def2-TZVPD basis",
  "total_charge": -1,
  "spin_multiplicity": 2,
  "e_lumo_ev": [1.610, 1.517],
  "orbital_gap_ha": [0.1974, 0.1909],
  "species": ["H", "C", "H", "C", "C", "C", "N", "C", "C", "H", "H", "C", "C", "C", "S", "H", "C", "H", "C", "H", "Ru", "C", "H", "C", "S", "H", "C", "S", "N", "H", "C", "C", "C", "H", "C", "C", "S", "H", "H", "C", "H", "H", "H", "C", "N", "H", "S", "C", "C", "H", "C", "H", "Se", "H", "H", "H", "H"],
  "xyz": [[-5.6578, -3.9842, 3.4297], [3.0309, -2.8605, -0.2842], [5.6821, 2.5998, -0.6260], [-5.8610, -3.0138, 2.9837], [2.8419, 4.3295, -1.1887], [-3.5141, -0.5223, 1.3530], [0.5357, 1.0950, -1.6268], [-4.5963, -2.3624, 2.5038], [-3.6247, 0.8338, 0.7270], [-0.8845, 2.5586, -1.4730], [-0.1715, -2.4935, 2.5937], [-2.3150, -1.2388, 1.3624], [1.2597, 0.2423, -2.4435], [-2.2253, -2.4601, 2.0424], [1.6883, 0.4147, 2.6661], [3.4159, -3.6542, 0.3366], [-0.9106, -3.1678, 2.1580], [2.4413, 5.2253, -1.6338], [4.2028, 4.0204, -1.2485], [-5.5718, -0.5613, 1.8915], [0.9262, 0.8377, 0.4031], [1.9757, -0.7857, -1.7917], [-6.5438, -3.1610, 2.1464], [1.9950, 3.4427, -0.5658], [4.2817, 0.6680, 0.8629], [-6.3677, -2.3895, 3.7174], [3.0957, -2.9233, -1.6885], [-0.5364, 2.5688, 1.2261], [2.3988, 2.3031, 0.0014], [1.7623, -0.2286, -4.4825], [-0.2953, 1.9714, -2.1702], [-4.6358, -1.1016, 1.9280], [2.4666, -1.7439, 0.2847], [2.4164, -1.6453, 1.3639], [0.3372, 1.3429, -4.3869], [2.5730, -1.9050, -2.4306], [0.2422, 3.7775, 2.5458], [-3.3035, -3.9693, 3.0844], [0.2607, 1.4649, -5.4561], [4.6403, 2.8832, -0.6257], [3.5358, -3.7874, -2.1670], [-1.1328, 2.8762, -3.9118], [4.8901, 4.6663, -1.7773], [3.7210, 2.0325, 0.0281], [1.9869, -0.7306, -0.4190], [-0.5463, -3.4565, 1.1698], [2.0475, 2.0088, 3.7148], [-3.3723, -3.0061, 2.5949], [1.1669, 0.4075, -3.8482], [-0.9995, -4.0547, 2.7822], [-0.4447, 2.1446, -3.5254], [-2.6406, 1.2880, 0.6252], [-0.8631, -0.7596, 0.1748], [0.9376, 3.6691, -0.5022], [-4.2421, 1.4824, 1.3459], [2.5728, -1.9566, -3.5084], [-4.0718, 0.7707, -0.2655]],
  "forces_ev_per_angstrom": [[-0.01, -0.08, 0.08], [-0.04, 0.07, -1.01], [-0.01, -0.03, 0.05], [0.03, 0.07, 0.00], [-0.23, -0.04, -0.05], [0.12, -0.12, 0.08], [1.21, -1.64, -0.47], [-0.03, 0.04, 0.03], [0.14, 0.06, -0.03], [0.11, -0.07, 0.00], [0.09, -0.05, -0.04], [0.54, 0.23, -0.05], [-2.07, 2.72, -1.10], [0.03, 0.29, -0.10], [-0.63, 0.08, -0.74], [-0.01, -0.04, 0.03], [0.00, -0.10, -0.05], [-0.05, 0.13, -0.03], [0.00, -0.19, 0.09], [-0.20, 0.07, 0.01], [0.52, 2.00, 0.80], [1.60, -2.44, 2.19], [-0.10, -0.05, 0.00], [0.12, 0.74, -0.23], [0.84, -0.24, 0.17], [-0.10, 0.01, 0.11], [0.21, -0.40, 1.08], [-0.19, -0.95, 0.14], [0.01, -0.02, -0.04], [0.05, -0.07, -0.11], [-0.44, 0.40, 0.10], [0.02, -0.12, 0.00], [0.33, -0.40, 0.50], [-0.03, 0.03, -0.19], [-1.01, 1.09, 0.49], [-0.68, 1.31, -0.14], [0.69, -0.11, 0.19], [-0.06, -0.12, 0.07], [0.02, -0.01, -0.12], [0.01, 0.45, -0.30], [0.02, 0.01, -0.08], [-0.11, 0.10, -0.02], [0.10, 0.07, 0.01], [0.43, -0.59, 0.48], [-0.69, 0.47, -1.69], [0.07, 0.01, 0.08], [-0.35, 0.45, -0.17], [-0.06, -0.08, 0.00], [0.66, -0.81, 1.21], [-0.02, -0.10, 0.10], [0.76, -0.76, -0.78], [-0.23, -0.04, -0.01], [-1.35, -1.21, -0.34], [0.11, -0.09, -0.02], [-0.12, 0.07, 0.02], [0.03, -0.03, -0.08], [-0.04, 0.00, -0.12]]
}

***

Record 4
{
  "formula": "C20H25IN4OP2S3",
  "method": "the ωB97M-V functional and the def2-TZVPD basis",
  "total_charge": 0,
  "e_lumo_ev": -0.834,
  "orbital_gap_ha": 0.2788,
  "smiles": "CC[C@H](I)c1c2c(c(N=C=S)c([PH2]=S)c1P(C)CC)Nc1ccccc1S2.NC(N)=O",
  "species": ["C", "H", "H", "N", "C", "H", "C", "P", "H", "C", "C", "C", "H", "C", "H", "C", "C", "C", "H", "H", "H", "H", "C", "H", "H", "N", "H", "H", "C", "H", "C", "H", "C", "H", "C", "H", "C", "O", "C", "C", "H", "H", "S", "H", "H", "I", "C", "C", "N", "H", "H", "P", "N", "S", "H", "S"],
  "xyz": [[4.5296, 1.1314, 0.7252], [2.5462, 2.2854, 2.3092], [3.2208, 4.3775, -0.2664], [-6.1288, 4.4554, -2.4130], [1.9677, -2.9288, 1.1932], [-4.2469, 6.2090, -0.5148], [2.0805, -0.2492, 1.2341], [-1.2042, -2.9044, 0.2016], [-3.5338, -1.9893, 0.8286], [-1.4631, -2.8684, -1.6876], [5.3066, 3.5199, -0.9351], [2.8672, -5.1431, 0.1375], [6.5767, 0.2152, 0.1571], [3.9743, 3.5445, -0.2287], [-6.9835, 4.5231, -2.9378], [1.4940, 1.1564, 1.0436], [0.0633, 1.3165, 0.5946], [-3.6090, -4.2314, 0.8206], [-2.6850, -2.7263, 2.2483], [3.5154, -4.9826, 1.0555], [2.1260, -5.9833, 0.2468], [-4.0363, 4.5656, -1.0209], [6.2448, 2.3274, -0.7821], [-1.5283, -3.9459, -2.0134], [5.5635, 4.4223, -1.5692], [-4.5739, 5.4142, -1.0361], [2.8616, -3.1476, -0.8063], [7.2419, 2.3885, -1.3214], [1.2820, -1.5232, 0.9936], [-4.6012, -3.9550, 0.3439], [2.1239, -3.7573, -0.1797], [3.5833, -5.3195, -0.7337], [5.8790, 1.1010, 0.0513], [-2.9818, -4.9099, 0.1619], [3.5883, 2.3337, 0.6060], [1.1531, -3.8705, -0.7387], [-0.7657, 3.0335, 1.6512], [-6.3723, 6.6024, -1.7312], [-5.7340, 5.5607, -1.7267], [-2.8440, -2.8340, 1.1227], [-3.1822, -0.7634, -0.8186], [-3.8068, -4.7556, 1.8122], [-2.6323, 1.7631, -1.7018], [-2.3243, -2.2225, -2.0243], [-5.6178, 3.5908, -2.4217], [0.9974, -4.1281, 2.7762], [-0.7799, 0.0641, 0.3057], [-0.1685, -1.3307, 0.5239], [-0.4492, 2.6975, 0.4562], [-0.4873, -2.4515, -2.1111], [3.0359, -2.8018, 1.5714], [-2.5215, 0.3825, -0.2946], [2.2902, 2.3579, 1.3046], [3.8599, -0.2591, 1.7549], [-3.3433, 0.8749, 0.7872], [-1.3680, 3.7684, 2.9964]],
  "forces_ev_per_angstrom": [[-0.14, 2.32, -1.37], [-0.32, 0.28, -0.54], [1.10, -0.92, -0.12], [-0.36, -0.39, -0.36], [0.27, 0.60, -1.26], [-0.06, -0.10, -0.09], [-2.15, 0.86, -1.06], [0.91, -0.11, 0.09], [0.75, -0.89, 0.34], [0.34, 0.49, 0.19], [-1.08, -2.19, 1.86], [0.17, 1.02, -0.86], [-1.05, 1.31, -0.18], [1.80, -3.46, 0.67], [0.12, 0.01, 0.08], [-1.82, -2.81, -0.79], [1.78, -3.11, -0.09], [0.05, 0.73, 0.53], [0.21, -0.15, -1.59], [-0.91, -0.52, -0.99], [1.02, 0.83, 0.07], [0.00, -0.04, -0.05], [-2.38, 0.21, 1.17], [-0.27, 1.25, 0.22], [-0.08, -1.43, 0.87], [0.47, 0.11, 0.38], [-1.18, -0.55, 0.73], [-1.46, -0.27, 0.85], [-1.06, 2.82, -0.29], [1.25, -0.74, 0.43], [0.97, 0.13, 0.88], [-1.06, -0.17, 1.14], [-2.18, 2.97, -0.50], [-0.92, 0.77, 0.73], [2.91, 0.35, -1.97], [1.07, 0.05, 0.72], [-0.93, 1.91, -1.46], [0.05, -0.12, -0.01], [-0.16, 0.33, 0.02], [-0.95, 0.04, 0.12], [0.62, 0.09, 0.85], [0.23, 0.57, -1.43], [0.12, -0.31, 0.13], [0.92, -0.92, 0.05], [0.05, 0.07, 0.04], [0.37, 0.56, -0.41], [3.23, -0.29, 1.47], [0.80, 2.45, 0.33], [-0.53, -1.15, 4.91], [-1.34, -0.47, 0.54], [-1.63, 0.04, -0.33], [0.04, 1.54, -0.74], [0.96, -1.67, 0.25], [-0.74, 0.87, -1.21], [0.68, -0.93, -0.16], [1.50, -1.90, -2.78]]
}